Record 1
16
Properties=species:S:1:pos:R:3 method="wB97M-V/def2-TZVPD" gap_ev=9.280
C -0.56831 -0.30766 -2.20899
C -1.37904 0.54921 2.74907
C 2.08796 -0.31073 0.61469
O -1.05545 -0.07729 -0.92753
O -1.35077 0.33716 1.38918
Si -0.25778 0.65464 0.25871
Cl 0.07808 2.63548 0.18453
Br 3.32092 0.27603 -0.76168
H 0.44595 0.08466 -2.28263
H -1.17998 0.09654 -2.92104
H -0.60249 -1.48720 -2.36304
H -2.17175 1.25466 2.94044
H -0.38844 0.98375 3.03285
H -1.44868 -0.48143 3.12439
H 1.88922 -1.45349 0.57681
H 2.50181 -0.05019 1.53526



Record 2
22
Properties=species:S:1:pos:R:3 method="wB97M-V/def2-TZVPD" gap_ev=6.644
C -0.36522 0.01083 1.85956
C -1.78531 0.43490 1.50061
C 0.41804 -0.88126 1.00010
N 0.25416 -0.79304 -0.44084
C -0.14197 0.80629 -2.21199
C 0.65435 0.49063 -0.82839
C 2.13465 0.46330 -1.23522
H 0.85137 -1.87776 1.26057
H -0.05369 0.34279 2.81302
H -2.21010 -0.52437 1.12321
H -1.86676 1.03054 0.57343
H -2.48239 0.83715 2.25223
H -1.71478 -2.47993 1.18272
H -1.82886 -3.24003 1.02078
H 0.99755 0.01048 1.41916
H 0.27266 1.83537 -2.63600
H -1.21222 0.97618 -1.87054
H 0.05056 -0.12717 -2.85697
H 0.26997 1.34812 -0.16476
H 2.38723 -0.44199 -1.83103
H 2.69509 0.41220 -0.22266
H 2.67570 1.36678 -1.70700



Record 3
7
Properties=species:S:1:pos:R:3 method="wB97M-V/def2-TZVPD" gap_ev="8.225 / 6.882"
C -1.51651 0.68500 -0.39819
C -0.49038 0.32873 0.31318
N 1.86345 -0.96733 -0.04699
O -2.49567 0.93872 -1.01128
O 0.10196 0.61026 1.32623
S 0.72050 -0.98989 -1.05594
H 1.81665 -0.60549 0.87299